Density functional theory data (ωB97M-V/def2-TZVPD) for a molecular structure, C40H40IrN7S4Sb at a distorted geometry.

Summary:
* DFT total energy: -105238.0368 eV
* LUMO energy (spin up / spin down): -9.59 / -13.35 eV
* ΔE to the lowest compared entry with this formula, charge and spin: 1.7402 eV
* 2S+1: 6
* charge: +4

Structure (XYZ):
```
93
Properties=species:S:1:pos:R:3:forces:R:3
Ir 0.279 -1.845 0.576 -0.102 -0.810 -0.431
N -1.822 -1.882 4.394 0.461 -0.135 -0.161
C -2.868 -1.242 3.809 -0.295 0.209 -0.568
C -2.525 -1.052 2.497 -0.497 0.070 0.337
N -1.276 -1.549 2.284 1.013 -0.558 0.170
C -0.875 -2.067 3.449 -0.482 0.303 -0.023
C 0.356 -2.796 3.530 0.543 -0.227 -0.048
N 1.129 -2.921 2.449 -0.989 0.711 0.207
C 2.150 -3.747 2.800 0.257 -0.368 0.430
C 2.006 -4.112 4.113 0.424 -0.137 -0.502
N 0.872 -3.507 4.558 -0.286 0.273 -0.196
H -1.792 -2.158 5.368 0.031 0.007 -0.114
H -3.758 -0.980 4.345 -0.165 0.022 0.104
H -3.124 -0.623 1.717 -0.022 0.049 0.004
H 2.914 -4.038 2.109 0.187 -0.134 -0.168
H 2.604 -4.746 4.737 0.100 -0.123 0.121
H 0.510 -3.604 5.496 -0.055 0.036 -0.056
N -0.202 -3.231 -3.488 0.003 -0.261 0.507
C 0.075 -1.980 -3.977 0.218 0.931 0.342
C 0.084 -1.491 -5.273 0.039 0.102 0.004
C 0.371 -0.150 -5.430 -0.074 -0.264 0.028
C 0.655 0.661 -4.326 0.079 0.097 0.124
C 0.647 0.176 -3.032 0.028 -0.273 0.088
C 0.332 -1.172 -2.843 0.076 0.157 -1.078
N 0.185 -1.947 -1.708 -0.029 -0.640 0.925
C -0.136 -3.172 -2.148 -0.038 0.245 -0.168
C -0.455 -4.255 -1.254 -0.324 -1.144 -0.064
C -0.737 -5.567 -1.547 0.142 0.519 0.153
S -1.160 -6.425 -0.137 0.112 0.646 0.068
C -0.938 -4.990 0.769 -0.055 -0.436 -0.081
N -0.568 -3.952 0.074 0.215 0.515 0.085
H -0.406 -4.047 -4.047 -0.051 0.002 0.079
H -0.129 -2.133 -6.113 -0.010 -0.032 -0.162
H 0.381 0.276 -6.420 0.024 0.069 -0.111
H 0.895 1.698 -4.504 0.033 0.139 0.024
H 0.895 0.814 -2.194 -0.039 0.119 0.049
H -0.704 -6.056 -2.502 -0.024 -0.144 -0.186
H -1.103 -4.954 1.828 -0.012 -0.040 0.275
C 3.913 2.237 1.191 -0.032 0.096 -0.106
C 3.123 1.985 2.456 -0.229 -0.197 0.086
S 2.295 0.351 2.356 0.526 0.324 -0.315
C 3.693 -0.800 2.631 -0.246 0.131 -0.088
C 4.334 -1.379 1.377 -0.322 -0.352 -0.416
S 3.150 -1.842 0.038 0.029 0.263 0.093
C 3.726 -0.823 -1.379 -0.174 -0.377 0.258
C 4.148 0.619 -1.138 -0.104 0.164 0.275
S 2.919 1.612 -0.218 0.361 -0.457 0.309
H 4.867 1.715 1.201 -0.008 -0.013 -0.051
H 4.099 3.298 1.026 0.067 0.063 0.001
H 2.320 2.710 2.581 0.001 -0.012 0.059
H 3.746 1.996 3.350 0.005 0.138 0.017
H 3.278 -1.601 3.242 0.027 0.138 0.009
H 4.451 -0.279 3.215 -0.060 0.037 0.111
H 4.865 -2.297 1.644 0.030 0.173 -0.018
H 5.056 -0.699 0.934 0.039 0.002 0.039
H 2.894 -0.861 -2.079 0.040 -0.098 -0.092
H 4.575 -1.359 -1.808 -0.071 0.103 -0.095
H 4.261 1.096 -2.114 -0.016 0.055 0.007
H 5.101 0.705 -0.619 -0.054 -0.023 -0.066
C 1.132 5.376 -1.269 0.050 0.026 -0.072
C 0.457 4.692 -2.268 0.049 0.025 -0.070
C -0.196 3.503 -1.983 -0.080 -0.129 -0.210
C -0.210 3.033 -0.678 -0.259 -0.981 0.210
C 0.467 3.711 0.324 0.019 0.109 0.214
C 1.132 4.889 0.030 0.044 -0.076 0.154
Sb -1.305 1.225 -0.176 -1.304 1.687 -0.412
C -2.597 1.943 1.447 0.852 -0.572 -0.755
C -3.961 1.998 1.228 -0.267 -0.038 -0.244
C -4.772 2.559 2.204 -0.065 -0.077 -0.159
C -4.220 3.017 3.388 -0.146 0.068 0.168
C -2.856 2.922 3.608 0.278 -0.094 -0.047
C -2.036 2.356 2.642 0.151 0.193 0.290
C -2.646 1.051 -1.881 0.630 -0.197 0.772
C -3.280 2.202 -2.321 0.037 0.292 0.040
C -4.097 2.135 -3.440 -0.042 0.075 0.058
C -4.280 0.930 -4.098 -0.093 -0.030 -0.106
C -3.644 -0.217 -3.649 0.024 -0.027 0.141
C -2.831 -0.159 -2.527 0.057 -0.236 -0.060
H 1.664 6.285 -1.502 -0.013 0.115 -0.015
H 0.439 5.087 -3.272 -0.001 0.018 -0.100
H -0.709 2.971 -2.772 -0.035 -0.034 -0.053
H 0.444 3.342 1.339 -0.023 0.033 0.180
H 1.640 5.434 0.811 0.025 0.087 0.091
H -4.403 1.635 0.310 -0.030 -0.009 -0.086
H -5.834 2.634 2.029 -0.105 0.010 0.006
H -4.858 3.438 4.152 -0.030 0.064 0.007
H -2.424 3.287 4.527 0.018 0.025 0.119
H -0.976 2.257 2.831 0.082 0.028 0.030
H -3.147 3.146 -1.812 0.001 0.107 0.016
H -4.589 3.030 -3.791 -0.069 0.044 -0.011
H -4.940 0.879 -4.952 0.027 0.022 -0.084
H -3.787 -1.154 -4.164 -0.059 -0.087 -0.025
H -2.352 -1.056 -2.160 0.033 -0.098 -0.014
```
Forces are in eV/Å.

---

Density functional theory data (ωB97M-V/def2-TZVPD) for 8 unconnected molecules or ions with the total composition C40H40N8 at a distorted geometry.

Summary:
* DFT total energy: -54026.4654 eV
* LUMO energy: 0.30 eV
* SMILES string: c1ccncc1.c1ccncc1.c1ccncc1.c1ccncc1.c1ccncc1.c1ccncc1.c1ccncc1.c1ccncc1
* ΔE to the lowest compared entry with this formula, charge and spin: 21.7560 eV
* 2S+1: 1
* charge: 0

Structure (XYZ):
```
88
Properties=species:S:1:pos:R:3:forces:R:3
C 4.474 -3.112 0.811 -1.042 0.391 -0.326
C 4.588 -2.150 1.810 0.022 -0.977 -1.063
C 3.480 -1.388 2.136 0.953 -3.666 -0.962
N 2.306 -1.486 1.481 1.498 -3.322 -1.513
C 2.189 -2.437 0.532 1.973 0.322 1.265
C 3.258 -3.261 0.103 2.222 0.572 3.851
H 5.240 -3.845 0.602 0.383 0.133 -0.002
H 5.513 -2.074 2.362 -0.007 0.155 0.237
H 3.595 -0.737 2.990 0.010 -1.581 -0.746
H 1.167 -2.497 0.186 2.215 -1.182 0.609
H 3.101 -4.127 -0.523 1.531 0.578 2.142
C 0.909 -3.063 -3.735 1.107 -3.029 0.702
C 2.243 -3.509 -3.598 -1.331 -0.363 1.580
C 2.618 -3.869 -2.307 -2.083 0.867 -0.960
N 1.748 -3.809 -1.270 -4.202 -1.093 -4.198
C 0.481 -3.355 -1.401 0.811 -0.702 -3.150
C -0.004 -2.942 -2.664 1.891 -1.971 -0.497
H 0.613 -2.820 -4.745 0.598 -2.814 2.153
H 2.911 -3.652 -4.434 -0.015 0.220 -0.118
H 3.653 -4.079 -2.084 0.024 -0.416 0.022
H -0.124 -3.227 -0.516 -0.253 -0.772 -0.088
H -0.991 -2.578 -2.908 -0.159 -0.606 0.151
C -0.172 -1.634 4.839 -0.289 1.717 1.466
C -0.559 -0.263 5.043 -0.094 -1.940 -0.516
C -0.994 0.431 3.948 -0.228 -1.745 0.193
N -0.960 -0.041 2.706 -1.761 -4.622 1.560
C -0.522 -1.352 2.544 -1.581 2.504 0.440
C -0.172 -2.188 3.577 0.074 0.514 -0.156
H 0.137 -2.167 5.726 0.130 -0.339 -0.095
H -0.578 0.295 5.968 0.281 -0.574 0.438
H -1.273 1.471 4.031 1.446 -2.233 0.271
H -0.404 -1.598 1.499 -0.454 -0.608 0.823
H 0.182 -3.168 3.292 0.030 -0.185 0.515
C 1.389 2.667 3.844 0.294 -2.173 -1.283
C 2.738 2.669 4.180 -0.698 1.727 0.645
C 3.573 1.662 3.786 0.503 0.172 1.045
N 3.180 0.577 3.178 -1.793 4.817 0.957
C 1.895 0.536 2.770 0.481 1.873 2.422
C 0.986 1.538 3.081 1.615 2.348 0.655
H 0.631 3.390 4.106 0.484 0.257 0.209
H 3.147 3.468 4.781 0.078 0.185 0.022
H 4.602 1.651 4.115 0.290 0.247 -0.021
H 1.642 -0.377 2.250 -0.166 0.486 0.548
H -0.045 1.414 2.783 1.576 1.404 -0.512
C -0.168 -0.251 -3.904 1.031 0.850 -2.259
C 0.479 -1.138 -4.738 -0.318 3.200 -0.597
C -0.254 -1.875 -5.640 -3.918 2.188 -1.939
N -1.607 -1.708 -5.805 2.225 1.048 0.199
C -2.188 -0.664 -5.097 2.577 -3.282 -1.251
C -1.521 0.030 -4.095 -0.266 -1.258 -1.752
H 0.441 0.242 -3.161 -0.133 0.231 -0.586
H 1.527 -1.357 -4.594 0.026 0.925 -0.365
H 0.260 -2.616 -6.234 -0.406 -0.253 -0.514
H -3.223 -0.504 -5.361 2.457 -1.725 -0.259
H -2.081 0.591 -3.361 1.420 -0.422 -1.626
C -4.317 0.058 -4.095 -2.477 -0.510 2.906
C -3.921 0.441 -2.814 -1.060 0.514 -0.580
C -3.324 1.683 -2.690 -1.537 1.930 -1.961
N -3.147 2.518 -3.782 -0.433 -0.684 0.611
C -3.521 2.099 -5.016 -0.802 -1.517 1.936
C -4.146 0.829 -5.178 -0.316 4.638 -0.939
H -4.784 -0.906 -4.231 0.028 -0.240 0.110
H -4.038 -0.234 -1.979 0.035 0.051 0.092
H -2.940 2.047 -1.748 -1.244 -0.137 -0.669
H -3.349 2.731 -5.874 0.140 0.232 0.115
H -4.324 0.468 -6.181 -0.469 0.143 -0.078
C 0.003 0.417 0.699 0.001 -0.725 -2.421
C -0.616 1.616 0.357 0.581 -0.297 -1.552
C -1.138 1.747 -0.932 0.908 -3.024 -0.080
N -1.103 0.720 -1.851 0.733 0.061 4.499
C -0.611 -0.526 -1.480 -0.094 3.486 2.405
C -0.040 -0.708 -0.191 -0.920 2.420 -1.301
H 0.472 0.312 1.666 -0.251 0.227 -2.540
H -0.718 2.425 1.065 1.032 -1.948 -1.169
H -1.716 2.587 -1.288 0.990 0.659 0.409
H -0.543 -1.229 -2.297 -0.364 0.626 1.284
H 0.424 -1.638 0.100 -1.195 1.910 -0.566
C -1.223 5.247 3.778 0.625 1.118 -1.206
C -0.986 5.178 2.397 -0.536 -1.145 -0.420
C -1.253 3.976 1.689 -0.476 1.943 3.541
N -1.725 2.909 2.385 -0.600 1.231 1.270
C -1.910 2.984 3.734 -0.539 2.833 -2.078
C -1.632 4.155 4.476 -1.292 -1.970 -0.255
H -1.069 6.222 4.216 0.046 -0.073 0.437
H -0.637 6.054 1.870 0.011 0.033 -0.050
H -1.042 3.919 0.631 -0.325 0.064 0.034
H -2.292 2.066 4.154 -1.548 1.664 0.284
H -1.896 4.116 5.523 0.288 0.408 0.162
```
Forces are in eV/Å.